(1)
Entry from the OMol25 dataset: a 11-piece molecular cluster, C30H66O19S7 overall in a non-equilibrium geometry (wB97M-V/def2-TZVPD).

Output
HOMO: -8.2 eV
HOMO-LUMO gap: 7.99 eV
Molar mass: 955.3 g/mol

Last column: Mulliken charge in e.
Geometry (Å):
C: 2.981 -4.459 -3.284  -1.80
C: 2.759 -4.027 -1.867  0.89
C: 1.752 -2.930 -1.706  0.78
O: 0.867 -3.392 -0.677  0.01
C: 1.160 -4.640 -0.330  0.02
O: 0.572 -5.293 0.481  -0.60
O: 2.174 -5.098 -1.095  -0.42
H: 2.043 -4.650 -3.809  0.38
H: 3.535 -5.400 -3.324  0.42
H: 3.566 -3.792 -3.918  0.37
H: 3.710 -3.747 -1.405  0.06
H: 1.107 -2.708 -2.562  0.18
H: 2.077 -1.960 -1.321  -0.56
C: 1.668 3.894 2.678  -1.21
C: 0.945 5.137 3.145  0.57
C: 1.327 5.676 4.535  -0.47
O: 1.689 7.034 4.277  -0.34
C: 1.768 7.252 2.958  0.62
O: 2.277 8.233 2.498  -0.56
O: 1.320 6.211 2.255  -0.36
H: 2.692 4.109 2.365  0.48
H: 1.197 3.397 1.831  -0.09
H: 1.764 3.130 3.457  0.43
H: -0.141 5.058 3.048  0.32
H: 2.197 5.120 4.887  0.30
H: 0.497 5.654 5.236  0.31
C: 0.363 0.116 1.915  -0.16
C: 0.396 -0.604 0.580  2.76
C: -0.979 -0.944 0.022  0.39
O: -0.892 -0.585 -1.372  -0.25
C: 0.266 0.021 -1.621  -0.11
O: 0.664 0.399 -2.692  -0.45
O: 0.946 0.208 -0.479  0.45
H: 1.359 0.111 2.354  0.33
H: -0.327 -0.419 2.573  -0.36
H: -0.048 1.128 1.898  -0.38
H: 1.002 -1.501 0.683  -1.55
H: -1.730 -0.371 0.562  -0.08
H: -1.142 -2.014 0.107  -0.14
C: -3.833 0.327 5.511  -1.32
C: -3.684 1.531 4.592  0.42
C: -2.291 1.703 3.997  -0.23
O: -2.591 2.152 2.673  -0.03
C: -3.848 1.769 2.344  0.40
O: -4.313 1.932 1.269  -0.54
O: -4.440 1.218 3.415  -0.34
H: -4.849 0.357 5.915  0.47
H: -3.153 0.358 6.364  0.33
H: -3.779 -0.623 4.986  0.12
H: -4.202 2.369 5.062  0.38
H: -1.614 0.850 3.953  -0.03
H: -1.767 2.478 4.564  0.48
C: -1.809 -2.440 4.756  -0.50
S: -2.909 -2.506 3.299  0.21
O: -2.799 -1.191 2.563  -0.51
C: -1.886 -3.686 2.359  -0.55
H: -1.668 -3.387 5.278  0.47
H: -2.153 -1.643 5.405  0.15
H: -0.807 -2.248 4.358  -0.02
H: -2.006 -4.667 2.815  0.64
H: -0.874 -3.274 2.355  -0.16
H: -2.155 -3.782 1.307  0.33
C: -0.928 3.438 -0.507  0.46
S: -2.562 4.025 -0.995  0.38
O: -2.305 4.897 -2.203  -0.61
C: -3.228 2.511 -1.754  -0.26
H: -0.932 2.702 0.298  -0.41
H: -0.364 4.297 -0.132  0.31
H: -0.376 3.107 -1.389  -0.27
H: -4.062 2.876 -2.356  0.48
H: -3.694 1.886 -0.993  -0.08
H: -2.485 2.064 -2.409  -0.06
C: -4.797 -1.150 -0.833  -0.62
S: -5.915 -2.372 -1.615  0.48
O: -5.352 -3.710 -1.228  -0.62
C: -7.329 -2.036 -0.509  -0.84
H: -5.039 -0.094 -0.912  0.45
H: -3.815 -1.361 -1.270  0.07
H: -4.577 -1.393 0.212  0.18
H: -7.330 -0.953 -0.364  0.29
H: -7.134 -2.422 0.491  0.27
H: -8.252 -2.387 -0.957  0.33
C: 0.905 3.761 -4.280  -0.87
S: -0.836 3.232 -4.420  0.79
O: -1.567 4.234 -5.271  -0.71
C: -0.523 1.806 -5.508  -0.92
H: 0.984 4.798 -3.959  0.37
H: 1.331 3.783 -5.287  0.43
H: 1.400 3.040 -3.631  0.01
H: 0.226 1.165 -5.053  -0.05
H: -0.293 2.133 -6.526  0.49
H: -1.508 1.357 -5.649  0.41
C: 3.925 0.136 0.772  -1.15
S: 3.882 1.835 0.139  0.67
O: 5.116 2.500 0.624  -0.72
C: 4.172 1.394 -1.588  -0.95
H: 3.161 -0.449 0.269  0.04
H: 3.867 0.159 1.859  0.40
H: 4.928 -0.270 0.602  0.70
H: 4.286 2.259 -2.239  0.47
H: 3.366 0.800 -2.026  0.00
H: 5.090 0.802 -1.636  0.37
C: 4.151 -3.799 1.191  -0.55
S: 3.166 -3.336 2.649  0.18
O: 2.080 -2.399 2.161  -0.58
C: 2.309 -4.929 2.845  -0.73
H: 3.607 -4.485 0.539  0.09
H: 5.044 -4.351 1.493  0.57
H: 4.454 -2.904 0.652  0.10
H: 1.817 -5.236 1.922  0.18
H: 1.533 -4.769 3.592  0.27
H: 3.007 -5.693 3.190  0.43
C: 3.152 -0.559 -5.042  -0.53
S: 3.093 -1.535 -6.596  0.37
O: 3.404 -2.972 -6.276  -0.59
C: 1.304 -1.355 -6.934  -0.66
H: 2.842 0.463 -5.253  0.45
H: 4.194 -0.515 -4.726  0.39
H: 2.579 -1.087 -4.281  -0.19
H: 0.953 -1.819 -7.850  0.39
H: 1.130 -0.280 -6.995  0.17
H: 0.791 -1.787 -6.073  0.19

Cartesian forces, eV/Å:
C 0.15 -0.92 -0.75
C 0.58 0.01 -0.38
C -1.45 1.46 0.47
O -0.39 -0.05 0.45
C -0.27 -0.42 -0.91
O -0.03 0.19 -0.26
O 0.28 -0.18 0.28
H -0.08 0.13 0.12
H -0.02 -0.01 0.26
H -0.16 0.42 0.31
H -0.12 -0.16 -0.01
H 0.33 -0.34 -0.27
H 0.70 -0.17 -0.28
C 0.30 -0.71 0.10
C -0.36 0.18 -0.52
C 0.23 -0.09 -0.79
O -0.24 -0.40 0.79
C 1.31 1.01 -0.48
O -0.66 -0.37 0.01
O -0.24 -0.20 0.06
H -0.03 0.30 0.09
H -0.20 0.23 -0.05
H -0.24 0.15 0.17
H 0.06 -0.26 0.05
H -0.03 0.19 0.37
H 0.10 -0.06 0.14
C -0.04 -0.02 0.07
C -0.37 0.18 0.28
C 0.31 0.04 0.41
O -0.32 -0.34 -0.23
C 0.16 0.64 0.22
O -0.30 -0.30 0.27
O 0.69 0.14 -0.05
H -0.07 0.09 0.10
H 0.21 -0.29 -0.04
H 0.15 0.05 -0.48
H 0.03 0.21 -0.07
H -0.37 -0.04 -0.48
H -0.36 0.08 -0.16
C -0.83 0.24 0.46
C -0.14 -2.28 -0.04
C 0.00 1.40 0.58
O 0.58 0.13 0.01
C 0.49 -0.10 0.69
O -0.41 -0.19 -0.47
O -0.71 0.38 -0.56
H 0.08 -0.01 0.14
H 0.12 0.01 -0.10
H 0.27 0.32 -0.17
H 0.80 0.48 -0.13
H -0.61 -0.41 0.05
H 0.07 0.19 -0.39
C 0.91 -0.07 -0.81
S -0.08 -0.19 -0.76
O 0.32 -0.53 0.69
C 0.04 0.36 0.08
H -0.72 -0.11 -0.01
H 0.11 -0.15 0.07
H -0.09 0.50 0.06
H 0.38 0.00 0.14
H 0.17 -0.37 0.28
H -0.62 0.26 0.15
C 0.57 0.15 0.13
S 0.09 0.23 -1.35
O -0.02 -0.25 1.04
C -0.51 0.42 0.42
H -0.30 -0.19 -0.17
H -0.30 0.18 -0.01
H -0.24 -0.28 -0.03
H 0.17 0.19 -0.13
H 0.54 -0.26 0.04
H 0.03 -0.21 0.20
C 1.03 -0.68 0.27
S 0.27 -0.05 1.19
O -0.26 0.62 -0.28
C 0.63 0.69 0.05
H -0.30 -0.10 -0.29
H -0.19 0.28 -0.52
H -0.74 -0.11 0.12
H -0.36 0.03 -0.35
H 0.03 -0.51 -0.20
H -0.02 -0.11 0.11
C -0.23 0.07 -0.84
S -0.22 0.86 -0.85
O 0.65 -0.79 0.53
C -0.58 0.52 -0.29
H -0.36 -0.16 0.58
H 0.05 -0.37 0.02
H 0.17 0.15 0.06
H -0.17 -0.26 -0.06
H 0.55 0.33 0.24
H 0.14 -0.44 0.49
C 0.85 0.14 -0.08
S -0.24 -0.09 -0.13
O 0.09 0.00 0.04
C 0.16 -0.60 -0.54
H -0.10 -0.09 0.31
H -0.64 0.11 -0.05
H -0.04 0.08 -0.44
H 0.03 0.30 0.44
H -0.22 0.02 0.39
H 0.07 0.12 0.08
C 0.09 -0.56 0.08
S -0.81 -0.18 -0.57
O 0.75 -0.51 0.29
C 0.29 0.13 0.17
H -0.16 0.26 0.17
H 0.03 0.21 0.27
H -0.08 0.15 0.17
H 0.31 0.15 0.23
H 0.12 0.07 0.15
H 0.06 0.05 0.05
C 0.15 -0.61 -0.44
S 0.35 -0.20 -0.53
O -0.47 0.81 0.23
C 0.34 0.16 0.91
H -0.36 -0.08 0.13
H 0.06 -0.19 -0.17
H -0.28 0.32 0.02
H 0.49 -0.22 -0.08
H -0.11 -0.02 0.07
H -0.21 0.09 -0.07


(2)
Entry from the OMol25 dataset: a 5-piece molecular cluster, C24H43N2O8 overall in a non-equilibrium geometry (wB97M-V/def2-TZVPD).

Output
HOMO: -11.1 eV
HOMO-LUMO gap: 6.22 eV
Molar mass: 487.6 g/mol
Charge: +1

Last column: Mulliken charge in e.
Geometry (Å):
C: -0.294 -4.187 0.612  -0.88
C: 0.260 -3.006 -0.404  0.66
C: 1.591 -2.056 -0.091  -0.64
C: 2.122 -0.854 -1.109  -0.21
C: 1.351 -0.584 -2.530  -0.42
C: 0.036 -1.504 -2.874  -0.44
C: -0.526 -2.697 -1.846  0.03
C: -1.884 -3.476 -2.337  -0.64
N: -3.182 -2.870 -1.798  0.40
C: -4.448 -3.751 -1.824  -0.35
C: -5.924 -3.277 -1.290  0.32
C: -7.241 -4.295 -1.405  -0.43
N: -7.351 -4.772 -2.836  -0.56
C: -6.086 -1.771 -0.646  0.09
C: -7.471 -1.105 -0.073  0.34
O: -8.265 -0.418 -0.939  -0.47
O: -7.826 -1.207 1.381  -0.45
C: -4.724 -0.836 -0.603  0.13
C: -4.685 0.705 0.029  -0.21
O: -4.491 1.673 -1.062  -0.15
O: -4.972 1.245 -2.197  -0.31
C: -3.307 -1.467 -1.227  -0.17
H: -1.298 -3.822 1.140  0.20
H: -0.614 -5.135 -0.037  0.22
H: 0.480 -4.472 1.466  0.34
H: 2.174 -2.239 0.922  0.26
H: 3.053 -0.155 -0.863  0.29
H: 1.690 0.262 -3.266  0.33
H: -0.547 -1.313 -3.898  0.22
H: -1.798 -4.593 -1.924  0.34
H: -1.972 -3.480 -3.527  0.35
H: -4.293 -4.846 -2.272  0.23
H: -8.200 -3.674 -1.076  0.34
H: -7.128 -5.253 -0.704  0.31
H: -7.224 -3.996 -3.526  0.28
H: -6.667 -5.523 -3.073  0.26
H: -6.962 -1.544 1.793  0.40
H: -5.659 0.899 0.679  0.20
H: -3.786 0.703 0.813  -0.03
H: -4.214 0.933 -2.808  0.33
H: -2.385 -0.722 -1.194  0.45
C: -5.068 2.012 3.729  -0.78
C: -3.865 1.300 4.310  -0.28
O: -3.102 0.707 3.269  -0.51
H: -5.696 1.312 3.167  0.04
H: -5.670 2.471 4.519  0.37
H: -4.755 2.792 3.027  0.31
H: -4.183 0.507 4.994  0.29
H: -3.226 1.995 4.862  0.29
H: -2.817 1.421 2.673  0.28
C: 6.808 1.483 -0.696  -1.08
C: 5.336 1.836 -0.712  -0.07
O: 4.627 1.001 0.191  -0.58
H: 6.956 0.434 -0.974  0.24
H: 7.369 2.115 -1.391  0.37
H: 7.226 1.608 0.309  0.27
H: 4.918 1.690 -1.712  0.29
H: 5.179 2.880 -0.422  0.28
H: 5.000 1.145 1.078  0.28
C: 11.308 2.322 0.540  -1.13
C: 9.836 2.675 0.524  -0.04
O: 9.127 1.840 1.427  -0.55
H: 11.456 1.273 0.261  0.30
H: 11.869 2.954 -0.155  0.32
H: 11.726 2.447 1.544  0.33
H: 9.418 2.529 -0.477  0.22
H: 9.679 3.719 0.813  0.25
H: 9.500 1.984 2.314  0.31
C: 2.979 4.637 1.773  -1.02
C: 2.148 4.285 0.557  -0.22
O: 2.847 3.353 -0.255  -0.44
H: 3.941 5.063 1.472  0.25
H: 2.455 5.359 2.407  0.37
H: 3.198 3.742 2.365  0.30
H: 1.950 5.178 -0.043  0.29
H: 1.189 3.846 0.850  0.25
H: 3.011 2.560 0.284  0.22

Cartesian forces, eV/Å:
C -0.48 0.55 -0.45
C 1.10 2.81 -2.60
C -1.80 0.56 -2.81
C -3.25 -2.01 -1.45
C -1.81 -3.35 3.06
C 1.70 -0.41 2.96
C 2.59 2.53 0.32
C 2.06 -0.53 -0.10
N -4.88 1.96 2.15
C -0.98 2.56 1.21
C 2.77 2.03 0.76
C 0.79 0.22 -0.30
N 0.67 0.55 0.62
C 4.29 -0.64 -0.93
C -4.37 3.42 -3.18
O 5.63 -5.06 6.26
O 3.33 -0.40 -4.17
C -0.09 -3.62 -1.41
C 0.03 -2.19 0.65
O 2.27 0.59 5.26
O -1.12 -2.16 -5.23
C -2.94 -0.90 0.51
H 2.24 -0.61 -1.11
H 1.01 1.98 1.49
H -1.61 0.64 -2.13
H -1.37 0.43 -2.41
H -2.16 -1.87 -0.23
H -0.72 -1.91 1.64
H 1.40 -0.54 2.49
H -0.50 2.50 -0.99
H 0.29 0.04 2.73
H -0.30 2.81 1.12
H 2.16 -1.35 -0.80
H -0.12 2.33 -1.46
H -0.25 -0.93 1.03
H -0.83 0.93 0.50
H -1.74 0.49 -0.52
H 1.80 -0.37 -1.74
H -1.79 0.32 -2.00
H -1.17 0.79 1.61
H -1.81 -2.23 -0.26
C -0.17 0.07 0.07
C -0.16 0.35 -0.05
O 0.31 -0.14 -0.60
H 0.01 0.01 0.16
H 0.02 0.00 -0.16
H -0.01 0.05 0.14
H 0.20 0.01 -0.19
H -0.14 -0.02 0.14
H -0.03 -0.29 0.46
C 0.03 -0.15 0.01
C 0.78 0.35 -0.16
O -0.53 -0.16 0.65
H -0.02 0.13 -0.07
H -0.07 -0.06 0.06
H -0.04 0.07 -0.20
H -0.16 -0.03 0.23
H 0.05 -0.07 -0.26
H -0.11 -0.17 -0.45
C 0.19 -0.04 -0.14
C 0.36 0.04 0.18
O -0.13 -0.09 0.53
H -0.07 0.16 -0.04
H 0.02 -0.06 0.10
H -0.01 0.11 -0.10
H -0.04 -0.06 0.27
H 0.06 0.09 -0.18
H -0.19 -0.11 -0.48
C 0.06 0.19 0.15
C 0.18 -0.18 0.13
O -0.17 -0.18 -0.04
H -0.18 0.02 -0.01
H 0.10 -0.08 0.02
H -0.12 0.06 0.03
H 0.06 -0.22 -0.04
H -0.13 0.18 0.09
H 0.05 0.21 -0.33


(3)
Entry from the OMol25 dataset: a 2-piece molecular cluster, C2H4FNO2S overall in a non-equilibrium geometry (wB97M-V/def2-TZVPD).

Output
HOMO: -10.9 eV
HOMO-LUMO gap: 11.48 eV
Molar mass: 125.1 g/mol

Last column: Mulliken charge in e.
Geometry (Å):
C: -1.075 0.129 -0.771  0.41
C: -1.209 1.507 -1.216  -0.74
N: -0.990 -0.901 -0.282  -0.52
O: 1.261 -2.042 0.692  -0.42
O: 2.565 -1.302 2.537  -0.42
F: 1.458 0.402 0.960  -0.40
S: 1.314 -1.123 1.938  0.80
H: 0.419 -2.208 0.202  0.48
H: -0.740 2.328 -0.549  0.27
H: -2.379 1.532 -1.444  0.26
H: -0.624 1.678 -2.067  0.27

Cartesian forces, eV/Å:
C 0.67 0.78 0.84
C -2.19 0.63 1.01
N -0.28 -0.58 -0.35
O 0.65 -1.41 -0.84
O 1.87 -0.30 0.58
F -0.06 -1.72 1.27
S -2.36 2.64 -1.58
H 0.13 0.92 0.71
H -1.44 -1.70 -0.24
H 2.60 0.91 0.44
H 0.41 -0.16 -1.83